Entry 1:
55
Properties=species:S:1:pos:R:3 method="wB97M-V/def2-TZVPD" total_charge=-1 gap_ha="0.15233 / 0.23730" multiplicity=4 s2=3.82 e_above_lowest_kcal_mol=100.24
V -0.206 -1.060 -0.768
O 5.469 -2.534 -2.061
C 4.096 -2.301 -2.011
C 3.447 -1.312 -2.789
C 2.114 -1.098 -2.649
N 1.318 -1.797 -1.729
C 1.980 -2.842 -1.114
Br 0.834 -3.946 -0.059
C 3.307 -3.115 -1.182
H 5.861 -1.860 -2.623
H 4.007 -0.706 -3.496
H 1.608 -0.332 -3.218
H 3.738 -3.938 -0.628
O -1.682 -0.804 0.467
N -2.932 -1.215 0.306
C -3.785 -0.977 1.311
C -5.095 -1.359 1.224
C -5.524 -2.004 0.060
C -4.635 -2.241 -0.946
C -3.280 -1.849 -0.845
S -2.072 -2.117 -2.026
H -3.338 -0.465 2.151
H -5.763 -1.155 2.049
H -6.557 -2.313 -0.045
H -4.936 -2.740 -1.856
C 3.019 0.112 1.512
C 1.838 0.289 2.468
C 1.179 -1.064 2.773
C 0.826 1.327 2.015
C 0.348 2.220 2.970
C -0.557 3.226 2.656
C -0.926 3.361 1.324
C -0.479 2.489 0.335
C -0.827 2.831 -1.103
C -1.831 1.894 -1.781
C 0.433 2.980 -1.963
C 0.330 1.371 0.685
N 0.579 0.339 -0.189
H 3.776 -0.532 1.973
H 3.481 1.077 1.284
H 2.705 -0.340 0.572
H 2.241 0.675 3.409
H 0.600 -1.409 1.917
H 0.499 -0.979 3.626
H 1.930 -1.827 3.004
H 0.714 2.130 3.990
H -0.941 3.897 3.417
H -1.581 4.180 1.032
H -1.310 3.812 -1.052
H -1.390 0.923 -1.987
H -2.163 2.325 -2.731
H -2.713 1.733 -1.153
H 0.973 2.030 -1.993
H 1.100 3.739 -1.547
H 0.173 3.268 -2.988

Entry 2:
53
Properties=species:S:1:pos:R:3 method="wB97M-V/def2-TZVPD" total_charge=+2 gap_ha="0.15825 / 0.15918" multiplicity=2 s2=0.75
Ce 0.510 0.154 1.402
Cl 2.994 -0.201 0.808
P -0.014 -0.027 -2.511
C -0.732 1.530 -3.152
C -1.956 1.610 -3.837
C -2.380 2.825 -4.383
C -1.689 4.021 -4.156
C -0.547 3.967 -3.342
C -0.096 2.755 -2.816
C 1.650 -0.246 -3.349
C 2.356 -1.437 -3.056
C 3.670 -1.598 -3.493
C 4.316 -0.610 -4.243
C 3.620 0.571 -4.494
C 2.312 0.765 -4.058
C -0.958 -1.391 -3.235
C -1.537 -2.381 -2.395
C -2.343 -3.381 -2.957
C -2.571 -3.450 -4.341
C -1.945 -2.496 -5.148
C -1.130 -1.502 -4.612
H 1.892 -2.220 -2.449
H 4.221 -2.502 -3.216
H 5.345 -0.758 -4.610
H 4.126 1.386 -5.014
H 1.826 1.727 -4.229
H -2.587 0.728 -3.946
H -3.291 2.857 -4.994
H -2.025 4.980 -4.594
H -0.007 4.901 -3.110
H 0.763 2.777 -2.132
H -1.397 -2.350 -1.305
H -2.853 -4.118 -2.309
H -3.246 -4.221 -4.771
H -2.126 -2.525 -6.241
H -0.647 -0.775 -5.280
H -1.410 0.869 0.042
H -1.601 0.167 0.222
S -0.464 -2.003 2.557
C -0.170 -0.722 3.683
N -1.178 0.061 4.139
C -1.093 0.754 5.449
C 0.194 1.531 5.534
C 1.344 0.621 5.224
N 1.048 -0.151 3.945
H -2.072 -0.322 3.898
H -1.099 -0.008 6.239
H -2.025 1.336 5.523
H 0.289 1.905 6.548
H 0.191 2.421 4.920
H 1.479 -0.091 6.039
H 2.303 1.109 5.040
H 1.819 -0.681 3.568

Entry 3:
60
Properties=species:S:1:pos:R:3 method="wB97M-V/def2-TZVPD" total_charge=0 gap_ha="0.23180 / 0.22750" multiplicity=1 e_above_lowest_kcal_mol=69.78
Rh 0.546 -0.263 -0.287
C -4.195 -2.049 2.114
N -2.764 -2.211 2.023
C -2.302 -3.570 2.211
C -1.891 -1.284 1.582
O -0.693 -1.501 1.516
C -2.493 0.066 1.171
O -1.526 0.967 0.692
C -1.151 2.032 1.527
C 0.271 1.882 2.076
O 0.971 0.912 1.816
N 0.711 2.893 2.843
C 2.097 2.908 3.259
C -0.071 4.074 3.126
H -4.561 -2.690 2.917
H -4.687 -2.350 1.184
H -4.470 -1.024 2.342
H -2.458 -3.891 3.243
H -1.243 -3.614 1.968
H -2.853 -4.241 1.550
H -3.045 0.506 2.010
H -3.174 -0.118 0.331
H -1.864 2.169 2.349
H -1.157 2.929 0.895
H 2.528 1.936 3.029
H 2.169 3.100 4.330
H 2.644 3.677 2.710
H -0.417 4.549 2.206
H 0.549 4.786 3.667
H -0.939 3.833 3.745
Cl -3.734 -1.326 -7.651
C -2.903 -1.279 -6.136
C -2.995 -0.147 -5.344
C -2.293 -0.097 -4.153
C -1.500 -1.170 -3.766
C -1.448 -2.315 -4.548
C -2.156 -2.375 -5.735
C -0.690 -1.038 -2.511
O 0.536 -0.825 -2.597
O -1.275 -1.109 -1.402
H -3.604 0.686 -5.657
H -2.342 0.782 -3.528
H -0.852 -3.159 -4.234
H -2.123 -3.262 -6.347
F 1.237 2.781 -0.312
C 0.895 1.769 -1.191
F 1.744 1.950 -2.231
F -0.329 2.171 -1.664
S 2.180 -1.876 0.288
C 3.724 -1.081 0.369
C 4.670 -1.531 1.293
C 5.925 -0.959 1.328
C 6.256 0.062 0.447
C 5.312 0.522 -0.462
C 4.054 -0.045 -0.508
H 4.405 -2.327 1.972
H 6.645 -1.314 2.049
H 7.247 0.493 0.467
H 5.562 1.322 -1.143
H 3.322 0.286 -1.234

Entry 4:
53
Properties=species:S:1:pos:R:3 method="wB97M-V/def2-TZVPD" total_charge=0 gap_ha=0.34019 multiplicity=1 smiles="CN(Cc1ccccc1)C1(CNC(=O)CCC(F)(F)F)Cc2ccccc2C1" e_above_lowest_kcal_mol=5.16
C 3.408 0.592 -1.963
N 2.579 -0.293 -1.172
C 1.307 0.253 -0.723
C 0.533 0.830 -1.930
N -0.805 1.239 -1.572
C -1.910 0.596 -1.993
O -1.889 -0.377 -2.715
C -3.221 1.218 -1.506
H -4.027 0.680 -2.004
C -3.400 1.136 0.020
C -3.356 2.502 0.672
F -2.174 3.125 0.493
F -4.286 3.338 0.185
F -3.554 2.441 1.994
H -2.621 0.527 0.486
H -4.368 0.702 0.276
H -3.259 2.258 -1.837
H -0.888 2.023 -0.945
H 0.441 0.061 -2.701
H 1.052 1.699 -2.340
C 1.429 1.361 0.370
C 0.400 1.003 1.397
C -0.010 1.743 2.490
C -0.978 1.216 3.331
C -1.524 -0.032 3.081
C -1.114 -0.775 1.982
C -0.151 -0.249 1.140
C 0.431 -0.862 -0.093
H -0.340 -1.194 -0.789
H 1.023 -1.743 0.154
H -1.539 -1.748 1.785
H -2.278 -0.429 3.745
H -1.314 1.785 4.185
H 0.414 2.717 2.684
H 1.270 2.361 -0.039
H 2.427 1.356 0.818
C 3.325 -1.013 -0.148
C 3.265 -2.512 -0.344
C 3.577 -3.361 0.711
C 3.549 -4.733 0.540
C 3.206 -5.273 -0.689
C 2.891 -4.432 -1.743
C 2.923 -3.060 -1.572
H 2.670 -2.397 -2.385
H 2.620 -4.847 -2.702
H 3.181 -6.344 -0.822
H 3.792 -5.383 1.368
H 3.841 -2.943 1.673
H 2.970 -0.775 0.862
H 4.379 -0.712 -0.182
H 2.911 0.832 -2.901
H 4.329 0.069 -2.212
H 3.668 1.530 -1.449